Density functional theory data (the ωB97M-V functional and the def2-TZVPD basis) for 2 unconnected molecules or ions with the total composition C4H7NO in a non-equilibrium geometry.

Summary:
total charge = 0
F_max = 1.107 eV/Å
energy above the lowest of the compared OMol25 structures with the same formula, charge and spin = 40.9 kcal per mole
total energy = -286.56653 Ha
SMILES string = N#CC1CC1.O
HOMO-LUMO gap = 11.3200 eV
LUMO = 0.02194 hartree
HOMO energy = -10.723 eV

Geometry (Å):
1 O 1.288 -0.560 2.187
2 C 0.592 0.400 -0.680
3 C -0.111 -0.758 -1.303
4 C -0.763 -0.027 -0.153
5 C -1.894 0.835 -0.405
6 N -2.786 1.547 -0.603
7 H 2.031 -0.201 2.687
8 H 1.440 0.194 -0.036
9 H 0.623 1.335 -1.231
10 H 0.256 -1.754 -1.076
11 H -0.548 -0.636 -2.288
12 H 0.676 0.181 2.107
13 H -0.805 -0.559 0.794